[1]
{"formula": "C3H11N3O", "method": "ωB97M-V with the def2-TZVPD basis set", "smiles": "[H]/N=C\\NC.NCO", "homo_lumo_gap_ev": 9.48, "total_charge": 0, "relative_energy_kcal_mol": 45.1, "e_homo_ev": -8.65, "species": ["H", "N", "C", "N", "C", "H", "H", "H", "H", "H", "N", "C", "O", "H", "H", "H", "H", "H"], "xyz": [[-0.13469, -0.63610, 1.46002], [-0.15846, 0.09209, 0.74955], [1.01513, 0.47836, 0.40248], [2.03040, 0.89150, 1.20154], [3.29326, 1.34770, 0.66538], [1.24053, 0.70600, -0.65300], [1.82695, 1.03012, 2.17753], [3.74663, 2.09316, 1.30478], [3.16154, 1.75330, -0.33938], [4.00352, 0.51395, 0.57088], [-2.31966, -2.02219, -0.71855], [-2.87950, -0.68425, -0.90240], [-1.92406, 0.22648, -1.39691], [-3.05990, -2.70926, -0.83619], [-1.65429, -2.21696, -1.45635], [-3.71369, -0.69264, -1.61338], [-3.24702, -0.34686, 0.07611], [-1.22667, 0.17562, -0.69212]], "forces_ev_per_angstrom": [[-0.356, 0.796, 0.768], [0.731, -1.419, -0.969], [-0.130, 1.428, 0.125], [-0.108, -0.399, -0.115], [0.418, -0.742, -0.224], [-0.237, 0.110, 0.115], [0.068, -0.208, 0.001], [-0.067, 0.216, 0.105], [-0.121, 0.130, 0.109], [-0.050, 0.199, 0.070], [-0.017, -0.348, -0.008], [-0.179, 0.382, -0.252], [0.089, -0.767, 0.486], [0.081, 0.027, 0.154], [0.048, 0.161, -0.154], [0.021, 0.144, 0.034], [-0.078, -0.015, -0.085], [-0.111, 0.305, -0.159]], "lowdin_charge": [0.066, 0.056, -0.301, -0.050, -0.097, 0.128, 0.135, 0.079, 0.081, 0.082, -0.007, -0.388, -0.113, 0.057, 0.060, 0.104, 0.103, 0.004]}

---

[2]
{"formula": "C6H11N", "method": "ωB97M-V with the def2-TZVPD basis set", "smiles": "C=N/C=C/CCC", "homo_lumo_gap_ev": 9.13, "total_charge": 0, "relative_energy_kcal_mol": 52.7, "e_homo_ev": -8.69, "species": ["C", "N", "C", "C", "C", "C", "C", "H", "H", "H", "H", "H", "H", "H", "H", "H", "H", "H"], "xyz": [[1.80460, 0.71140, -2.23635], [1.24705, 1.50559, -1.41968], [0.06497, 1.08500, -0.72521], [-0.40013, -0.15371, -0.61179], [-1.51178, -0.52990, 0.32824], [-0.93532, -1.45486, 1.45109], [-0.19050, -0.67443, 2.50805], [1.77658, -0.37696, -2.14123], [2.21025, 1.12630, -3.15546], [-0.48245, 1.91543, -0.29623], [0.20268, -1.02289, -0.85492], [-2.37580, -1.06553, -0.06839], [-1.88485, 0.34211, 0.87105], [-0.29230, -2.23764, 1.03945], [-1.82769, -1.99790, 1.77628], [0.03524, -1.29838, 3.37538], [0.73453, -0.23411, 2.12599], [-0.68476, 0.20053, 2.94570]], "forces_ev_per_angstrom": [[-0.256, 0.074, 0.279], [-1.327, 0.311, -1.320], [0.971, -0.359, 0.472], [-0.211, -0.263, 1.194], [0.485, -0.252, 0.793], [-0.901, 0.315, -0.736], [0.349, 0.247, 0.829], [-0.365, -0.103, -0.287], [1.034, 0.045, 0.414], [0.028, 0.015, 0.010], [0.034, 0.119, -0.722], [0.185, 0.184, -0.622], [-0.169, 0.143, -0.336], [0.102, 0.141, -0.142], [0.268, 0.090, 0.781], [0.278, -0.096, -0.131], [0.098, -0.392, -0.115], [-0.604, -0.219, -0.360]], "lowdin_charge": [-0.061, -0.019, -0.158, -0.119, -0.212, -0.267, -0.122, 0.067, 0.069, 0.103, 0.098, 0.102, 0.103, 0.101, 0.099, 0.067, 0.072, 0.074]}

---

[3]
{"formula": "C17H22I2N2O3S2ScY", "method": "ωB97M-V with the def2-TZVPD basis set", "homo_lumo_gap_ev": 5.03, "total_charge": 4, "e_homo_ev": -20.15, "species": ["I", "I", "Sc", "Y", "S", "S", "C", "C", "C", "C", "C", "C", "C", "C", "C", "C", "C", "O", "O", "O", "H", "H", "H", "H", "H", "H", "H", "H", "H", "H", "H", "H", "H", "H", "H", "H", "H", "H", "N", "C", "C", "C", "C", "N", "C", "C", "H", "H", "H", "H"], "xyz": [[-0.74660, -4.05422, -1.26675], [-0.73970, -3.32392, -3.99608], [-0.04209, 0.54697, -3.08478], [-0.34761, -0.04391, 0.17100], [1.32098, -1.00802, -1.84371], [-1.86455, -0.59420, -1.91720], [1.73696, 0.23676, 1.39637], [3.17762, -0.66478, -1.82613], [-3.42276, 0.39842, -1.51117], [3.63286, -1.01153, -3.23261], [3.52945, 0.75732, -1.43404], [3.64044, -1.68454, -0.79719], [-4.09367, 0.23315, -2.86912], [-3.23789, 1.84718, -1.09994], [-4.04841, -0.44735, -0.40948], [1.56028, 1.70369, -4.05528], [-1.32593, 2.17580, -3.91156], [2.55780, 0.33720, 2.21026], [2.38327, 2.23542, -4.70216], [-2.00642, 2.94130, -4.47526], [3.23454, -0.29871, -3.97718], [3.27274, -2.01812, -3.50924], [4.73823, -0.99125, -3.26640], [3.14551, 1.49421, -2.15794], [4.63635, 0.81662, -1.42548], [3.15320, 1.01546, -0.43015], [3.25194, -1.45278, 0.20907], [4.74169, -1.68175, -0.77319], [3.28365, -2.68984, -1.07631], [-5.12585, 0.59967, -2.78248], [-4.08382, -0.83661, -3.15393], [-3.54601, 0.79896, -3.64677], [-4.26155, 2.25875, -0.97403], [-2.70972, 2.44417, -1.86474], [-2.70746, 1.97101, -0.13121], [-5.08638, -0.10004, -0.27037], [-3.49068, -0.37337, 0.54860], [-4.05436, -1.51227, -0.70475], [0.06192, 0.00368, 7.18032], [-0.03846, -0.00318, 6.00994], [-0.36402, -0.02474, 4.63596], [-0.46141, -1.25708, 3.98017], [-1.01214, -1.26977, 2.72033], [-1.39122, -0.09281, 2.08513], [-1.19946, 1.12217, 2.74001], [-0.64368, 1.18180, 3.99212], [-0.17758, -2.22031, 4.45286], [-1.24949, -2.20126, 2.13900], [-1.56971, 2.01775, 2.16946], [-0.50149, 2.17489, 4.47112]], "forces_ev_per_angstrom": [[0.004, 0.338, -1.321], [0.053, -0.318, 1.302], [-0.713, -4.091, 0.225], [-0.859, -1.165, -0.950], [-0.454, 1.692, 0.297], [1.186, 1.495, 0.331], [4.971, 0.652, 4.902], [0.144, -0.297, 0.181], [0.039, -0.618, -0.203], [0.053, -0.320, -0.310], [0.038, 0.056, 0.030], [0.340, -0.333, 0.024], [-0.526, 0.022, -0.033], [0.119, 0.114, -0.119], [-0.356, -0.248, 0.055], [6.702, 4.521, -5.153], [-4.962, 5.876, -4.104], [-3.866, -0.475, -3.965], [-5.003, -3.150, 3.933], [3.874, -4.292, 3.197], [0.327, -0.249, 0.243], [0.372, 0.363, 0.018], [-0.495, -0.024, -0.110], [0.278, -0.154, 0.286], [-0.543, 0.189, 0.066], [0.293, 0.010, -0.362], [0.304, -0.099, -0.331], [-0.334, -0.103, 0.145], [0.335, 0.289, 0.166], [0.160, -0.119, -0.334], [-0.336, 0.584, 0.024], [-0.500, -0.204, 0.307], [0.630, 0.035, 0.032], [-0.376, -0.132, 0.353], [-0.255, -0.079, -0.222], [0.345, -0.250, 0.189], [-0.434, 0.126, -0.457], [-0.251, 0.454, 0.158], [-0.090, -0.005, -2.813], [0.389, 0.008, 3.417], [0.276, -0.134, 0.389], [-0.192, -1.031, -0.018], [-0.595, 0.686, -1.214], [0.255, 0.052, 1.978], [-0.438, -0.789, -1.522], [-0.365, 1.177, 0.035], [-0.257, 0.881, -0.117], [0.384, 0.760, 0.737], [0.471, -0.746, 0.773], [-0.145, -0.956, -0.136]], "lowdin_charge": [0.266, 0.323, 0.512, 1.234, 0.464, 0.433, 0.006, -0.849, -0.844, -0.076, -0.066, -0.095, -0.099, -0.062, -0.093, 0.040, 0.035, 0.220, 0.254, 0.251, 0.067, 0.106, 0.134, 0.060, 0.140, 0.055, 0.059, 0.130, 0.103, 0.130, 0.102, 0.069, 0.141, 0.061, 0.072, 0.129, 0.068, 0.101, 0.304, -0.102, -0.158, 0.057, -0.095, -0.178, -0.099, 0.048, 0.175, 0.147, 0.146, 0.176]}

---

[4]
{"formula": "C4H7N2O", "method": "ωB97M-V with the def2-TZVPD basis set", "smiles": "[NH2+]=C1C=C[C@H](O)N1", "homo_lumo_gap_ev": 10.82, "total_charge": 1, "relative_energy_kcal_mol": 22.8, "e_homo_ev": -14.97, "species": ["N", "C", "C", "C", "C", "O", "N", "H", "H", "H", "H", "H", "H", "H"], "xyz": [[-2.21870, 0.60573, 0.27234], [-0.97137, 0.15771, 0.11055], [-0.51611, -1.25854, 0.26751], [0.80040, -1.27085, 0.06970], [1.29567, 0.08784, -0.28697], [2.27601, 0.59474, 0.50174], [0.06943, 0.82446, -0.10667], [-3.04501, 0.01696, 0.46701], [-2.68093, 1.56270, 0.24760], [-1.21615, -2.01092, 0.27275], [1.48560, -2.05528, -0.04160], [1.49296, 0.07636, -1.40076], [3.15714, 0.83119, -0.01839], [0.07107, 1.83791, -0.35481]], "forces_ev_per_angstrom": [[-2.427, 0.855, 0.113], [-2.778, -2.209, 1.493], [0.668, 1.636, -0.778], [-0.744, 0.284, -0.301], [-0.444, -0.640, -1.236], [3.578, 1.094, -1.126], [1.887, 5.644, -1.557], [1.498, -0.519, -0.176], [2.221, -1.109, -0.291], [-1.156, -1.854, 0.517], [0.492, -1.321, 0.270], [0.204, 0.087, 0.995], [-2.913, -0.788, 1.518], [-0.085, -1.162, 0.558]], "lowdin_charge": [0.206, -0.310, 0.079, 0.068, -0.392, 0.037, 0.149, 0.146, 0.175, 0.101, 0.125, 0.200, 0.200, 0.217]}

---

[5]
{"formula": "C16H19FeN2O3Si", "method": "ωB97M-V with the def2-TZVPD basis set", "spin_multiplicity": 5, "homo_lumo_gap_ev": [4.80, 2.55], "total_charge": 1, "s2": 6.132, "e_homo_ev": [-8.46, -10.66], "species": ["O", "C", "Fe", "C", "O", "C", "O", "C", "C", "C", "C", "C", "C", "C", "H", "H", "H", "H", "H", "H", "H", "C", "Si", "C", "C", "N", "C", "N", "C", "C", "H", "H", "H", "H", "H", "H", "H", "H", "H", "H", "H", "H"], "xyz": [[-2.06322, 2.30865, 6.15543], [-1.40961, 2.12323, 5.20426], [-0.42089, 2.06324, 3.76749], [-1.38311, 3.42808, 3.24517], [-1.97459, 4.40703, 3.01350], [0.69838, 3.17489, 4.55718], [1.57381, 3.81624, 4.99712], [0.42291, 1.60266, 1.61630], [1.50726, 1.03925, 2.27315], [1.46214, 0.29467, 3.43089], [0.31994, 0.05686, 4.20734], [-0.99916, -0.09857, 3.74493], [-1.50524, 0.28635, 2.52540], [-0.93249, 1.29457, 1.75397], [0.68031, 2.28381, 0.79751], [2.49764, 1.23664, 1.84820], [2.42533, -0.05651, 3.82002], [0.50963, -0.23024, 5.25142], [-1.67262, -0.61869, 4.42212], [-2.51605, -0.03757, 2.25717], [-1.57798, 1.77180, 1.02053], [-1.96970, -1.94894, -3.51932], [-0.12163, -2.07742, -3.73970], [0.60415, -3.63367, -3.01171], [0.42477, -1.76806, -5.49023], [0.57461, -0.71204, -2.75711], [0.40347, -0.51581, -1.39247], [1.00645, 0.59014, -0.98264], [1.62129, 1.14716, -2.08261], [1.35821, 0.36445, -3.18715], [-2.42272, -2.76158, -4.10358], [-2.28581, -2.05988, -2.47356], [-2.36246, -0.99504, -3.89646], [0.20105, -4.47870, -3.58648], [1.69915, -3.65306, -3.09474], [0.33770, -3.77763, -1.95622], [0.00350, -2.59155, -6.08339], [0.04431, -0.82199, -5.89765], [1.51640, -1.78382, -5.60780], [-0.15798, -1.22152, -0.80418], [2.20960, 2.04752, -2.03076], [1.67328, 0.50507, -4.21135]], "forces_ev_per_angstrom": [[1.560, -0.326, -2.221], [-3.295, -0.099, 4.720], [-1.070, -0.271, -0.686], [-2.359, 3.905, -1.910], [1.153, -2.024, 0.617], [5.224, 2.522, 1.542], [-2.782, -1.542, -0.990], [-0.465, 0.517, -1.571], [1.421, -0.715, -0.090], [0.924, -0.056, -0.086], [0.771, -1.366, 1.201], [0.048, -0.478, 0.408], [-1.652, -1.643, -0.014], [1.407, 1.095, -1.296], [-0.295, -0.060, 0.592], [-0.357, -0.033, 0.180], [-0.399, 0.304, 0.079], [-0.181, -0.068, -0.585], [-0.011, 0.109, -0.025], [0.270, 0.286, 0.313], [-0.049, 0.118, 0.237], [0.177, 0.079, 0.004], [-0.337, -0.681, -0.443], [-0.002, 0.190, -0.034], [0.034, 0.100, 0.155], [1.375, 1.879, -0.810], [0.794, 0.787, -1.546], [1.241, 1.231, -0.776], [-1.015, -0.250, 3.694], [-1.859, -3.309, -1.022], [-0.024, 0.169, 0.168], [0.045, -0.050, -0.229], [0.085, -0.231, 0.045], [0.115, 0.078, 0.194], [-0.249, -0.013, -0.018], [0.007, -0.020, -0.237], [0.150, 0.221, -0.025], [0.002, -0.242, 0.045], [-0.228, -0.093, -0.002], [-0.046, 0.076, 0.335], [-0.003, 0.092, 0.095], [-0.127, -0.190, -0.006]], "lowdin_charge": [0.142, -0.161, 0.099, -0.162, 0.136, -0.103, 0.138, -0.187, -0.131, -0.096, -0.175, -0.125, -0.116, -0.173, 0.105, 0.115, 0.124, 0.132, 0.136, 0.121, 0.127, -0.155, 0.517, -0.155, -0.163, -0.042, -0.035, 0.133, 0.027, 0.056, 0.052, 0.041, 0.048, 0.052, 0.048, 0.042, 0.054, 0.048, 0.047, 0.154, 0.141, 0.144]}

---

[6]
{"formula": "C12H11NS2", "method": "ωB97M-V with the def2-TZVPD basis set", "smiles": "SC(S)=C/C=C\\C1=C=C2CC=CC=C2N1", "homo_lumo_gap_ev": [6.37, 6.37], "total_charge": 0, "relative_energy_kcal_mol": 0.0, "e_homo_ev": [-6.69, -6.69], "species": ["S", "C", "S", "C", "C", "C", "C", "C", "C", "C", "C", "C", "C", "C", "N", "H", "H", "H", "H", "H", "H", "H", "H", "H", "H", "H"], "xyz": [[1.60663, 1.52102, 2.69181], [1.07833, -0.14384, 2.31614], [-0.43851, -0.64079, 3.15988], [2.15679, -1.13216, 2.30266], [2.57287, -1.90196, 1.27583], [2.10666, -1.93153, -0.06963], [1.12187, -1.11161, -0.53182], [0.41829, -0.13582, 0.22352], [-0.50788, 0.49454, -0.51551], [-1.49694, 1.56612, -0.23522], [-2.35168, 1.87544, -1.42304], [-2.19855, 1.29107, -2.62085], [-1.20347, 0.29198, -2.86974], [-0.40349, -0.09235, -1.84383], [0.59386, -1.03713, -1.80635], [0.38517, 2.01324, 2.88696], [0.09812, -1.64330, 3.85671], [2.66751, -1.22916, 3.25603], [3.38151, -2.58958, 1.49179], [2.57531, -2.63346, -0.74368], [-0.97704, 2.48253, 0.07583], [-2.13017, 1.27906, 0.61311], [-3.11661, 2.62309, -1.27249], [-2.84321, 1.56631, -3.44285], [-1.11118, -0.14260, -3.85319], [0.88264, -1.60111, -2.58721]], "forces_ev_per_angstrom": [[0.378, -0.168, 0.011], [-1.849, 0.429, -3.774], [-0.042, 0.069, -0.130], [0.555, -0.330, 0.020], [-0.088, 0.317, 0.642], [-0.510, 0.174, -0.764], [0.606, -0.609, -0.164], [0.825, 0.400, 4.210], [0.474, -0.321, 0.366], [-0.021, 0.079, 0.072], [-0.217, 0.072, -0.329], [-0.451, 0.598, 0.497], [0.903, -0.705, 0.349], [-0.677, 0.296, -0.982], [0.270, -0.315, -0.212], [-0.194, 0.092, 0.082], [0.118, -0.120, 0.111], [0.033, -0.016, 0.060], [0.037, 0.014, 0.096], [0.012, -0.047, -0.092], [-0.016, -0.075, 0.048], [0.048, 0.038, -0.009], [-0.091, 0.061, -0.077], [-0.098, 0.090, -0.008], [0.037, -0.079, -0.089], [-0.044, 0.058, 0.067]], "lowdin_charge": [0.730, -0.991, 0.719, -0.258, -0.112, -0.048, -0.251, 0.049, -0.131, -0.122, -0.097, -0.112, -0.022, -0.217, 0.125, -0.149, -0.133, 0.101, 0.104, 0.098, 0.130, 0.127, 0.097, 0.099, 0.103, 0.161]}

---

In order of appearance, molar mass = 105.141, 97.161, 754.178, 99.113, 371.270, 233.361 u.